Run i
Here is a cluster of 2 separate species, C5H16N4 in total from the Open Molecules 2025 dataset. Energies are from the ωB97M-V functional and the def2-TZVPD basis.

Results
E_LUMO (spin up / spin down): 0.504 / 0.503 eV
HOMO (spin up / spin down): -5.339 / -5.335 eV

The geometry in ORCA input format:
```
! wB97M-V def2-TZVPD RIJCOSX def2/J DEFGRID3
* xyz 0 1
C -0.2047 0.1107 2.3113
N 1.5176 0.2899 0.7942
N -1.1570 1.0488 2.2937
H -1.0144 1.9513 2.7144
H 2.0700 -0.5622 0.7945
H 2.1520 1.0836 0.8429
H -1.8663 0.9541 1.5808
H -0.4608 -0.8776 1.9894
H 0.5925 0.2577 3.0216
C -1.4767 -0.3209 -1.4837
C -0.1360 -2.0009 -0.2370
C 0.7380 0.3709 -0.4708
C -0.4782 -0.5304 -0.3677
N 1.6392 -0.0112 -1.5680
N 0.4236 1.8159 -0.5799
H 0.0607 1.9997 -1.5081
H 1.1100 -0.2814 -2.3899
H 2.2657 0.7475 -1.8177
H -0.3268 2.0366 0.0682
H -2.3582 -0.9517 -1.3335
H -1.8388 0.7094 -1.5605
H 0.5553 -2.2185 0.5875
H -1.0958 -0.5917 -2.4986
H 0.3301 -2.4411 -1.1397
H -1.0411 -2.5884 -0.0434
*
```

Run ii
Here is a cluster of 3 separate species, C5H16N4 in total from the Open Molecules 2025 dataset. Energies are from the ωB97M-V functional and the def2-TZVPD basis.

Results
E_LUMO (spin up / spin down): 0.772 / 0.771 eV
HOMO (spin up / spin down): -6.565 / -6.566 eV

The geometry in ORCA input format:
```
! wB97M-V def2-TZVPD RIJCOSX def2/J DEFGRID3
* xyz 0 1
C -1.2324 -0.7569 0.5388
C 0.8907 0.5349 -0.3549
C 0.8490 -0.6215 0.4375
C 0.7710 1.8896 0.2849
C 0.5376 0.4899 -1.8139
N -1.3278 -1.2867 1.8552
N -1.5544 -1.7307 -0.4504
N -1.9993 0.4320 0.3845
N 2.9105 -0.0832 -0.1481
H -0.9575 -2.2228 1.9659
H -2.1886 -1.1499 2.3854
H -2.4206 -2.2443 -0.2917
H -1.4462 -1.4362 -1.4133
H -2.9639 0.2897 0.0851
H -1.9396 1.0693 1.1699
H 3.2956 0.7531 0.2941
H 3.1862 -0.0430 -1.1308
H 1.0736 -0.5245 1.4921
H 0.9846 -1.5916 -0.0235
H 0.9754 1.8567 1.3561
H 1.4659 2.5933 -0.1807
H -0.2321 2.2953 0.1217
H -0.4975 0.8215 -1.9513
H 0.6502 -0.5114 -2.2303
H 1.1697 1.1773 -2.3822
*
```

How do the energies compare? Relative to the most stable structure, in kJ/mol: run i 0.0; run ii 15.5.